134
Properties=species:S:1:pos:R:3:lowdin_charge:R:1 method="wB97M-V/def2-TZVPD" charge=+1 homo_lumo_gap_ev=6.5 spin_multiplicity=1 relative_energy_ev=0.000 e_homo_ev=-10.996
C 4.4745 -1.9801 6.1673 0.0238
C 1.2259 -5.2752 3.3681 0.0338
C -10.7385 -2.8413 3.5798 -0.3833
C 2.1448 -8.9056 -2.3751 0.0061
C -4.4198 -0.8303 4.0649 0.0310
O -0.1291 -11.4289 -1.3709 0.1238
C -8.5687 -3.6925 4.3495 0.0205
H 5.5226 -2.1907 5.9963 0.1229
H -3.3938 -4.2449 -4.9868 0.1285
C -1.7119 -0.5560 3.1661 0.0005
C 1.0984 3.4726 2.2265 0.0241
H 3.8642 -11.7922 -3.3391 0.1251
C 0.6749 -4.7089 0.6123 0.0123
F 2.6850 4.1836 -5.0774 0.1169
C 3.0681 -4.3688 -2.2851 -0.1137
C 0.6189 4.4893 4.4099 -0.3806
H -0.5998 16.6098 -3.4697 0.1217
C 2.6470 -0.6106 -4.4436 -0.1790
O 0.8061 1.1417 2.0806 0.0815
C 0.3327 2.0634 4.1954 -0.0030
O -7.0634 -2.0944 5.1965 0.0779
H 2.5213 5.5328 -3.5511 0.0897
C -2.6410 0.1759 2.5584 0.0287
C -9.7657 -3.9373 3.8236 0.0255
O 0.5647 5.4872 5.0950 0.1150
H 1.4000 0.8574 -5.3102 0.1332
H -0.6670 -0.5131 2.8869 0.0874
H 3.7818 -5.0065 -2.8160 0.1318
C 3.9218 -0.8093 5.8618 0.0240
O 1.9050 9.8583 -2.6677 0.1088
C 1.0952 -5.9326 0.9222 0.0248
C 3.1813 1.8756 -4.6674 -0.0324
O -4.9143 0.7619 2.4007 0.1054
O -2.2000 14.5800 -3.2565 0.1040
H 2.6509 6.9009 0.5862 0.1152
C -9.1259 -1.2205 4.4735 0.0243
C -3.1920 -3.4420 -4.2892 0.0383
C 1.6803 -1.6469 6.7087 0.0220
N 1.6899 -5.7036 -3.5499 0.0001
H 4.5762 -3.2986 -4.1471 0.1600
C 1.0370 4.5613 2.9868 0.0260
H -8.8028 -0.2243 4.7477 0.1241
H 2.0853 7.8627 -4.3111 0.1268
C -2.1282 -3.4395 -3.4898 0.0239
H 1.6660 -3.6311 7.4504 0.1254
C -4.0674 0.0956 2.9580 -0.3780
H 1.0965 -2.4262 -1.9335 0.0944
H -1.0097 12.2899 -3.0151 0.1203
C -2.0653 -1.4793 4.2714 -0.3646
H -11.0469 -0.6800 3.7627 0.1248
C 2.5187 7.1558 -0.4566 0.0217
C 2.2115 7.6049 -3.2671 0.0377
C -2.8581 -1.2137 -2.5169 0.0244
C 3.7063 -1.5376 -4.6640 -0.5766
H -2.4031 0.8579 1.7510 0.1214
C 3.0575 -11.2056 -2.9190 0.0246
O 1.8210 -5.0622 -2.2746 -0.1239
C -4.1761 -2.3270 -4.2646 -0.3770
H -4.6519 -0.4113 -3.3101 0.1292
C 2.4828 -0.5523 6.1102 -0.3607
H 4.4861 0.0039 5.4229 0.1222
C 2.1141 8.7242 -2.2978 -0.3665
C 1.0487 -9.4541 -1.8607 0.0287
H 1.8123 -12.8319 -2.3766 0.1266
C 3.0820 3.0404 -5.6678 -0.6216
H -1.4019 -4.2424 -3.4881 0.1005
C 3.2343 -9.7346 -2.9431 -0.3852
F 2.2046 2.8037 -6.6474 0.1448
C 2.2325 -2.8183 7.0137 0.0237
H 4.2477 1.7140 -4.5232 0.1292
H 0.4384 -4.4209 -0.4035 0.0911
C 2.4437 6.3590 -2.8621 0.0230
H -0.0254 3.1235 5.9919 0.1290
C 1.2176 15.5264 -3.3591 0.0191
H 3.4096 -4.2616 -1.2575 0.1469
Br 5.0216 -1.2564 -5.9733 0.9263
C 0.9798 13.0120 -3.0945 0.0232
H 1.4545 -5.5727 4.3838 0.1255
C -8.1571 -2.3161 4.7151 -0.3728
O 2.8196 4.8966 -1.0591 0.0858
O -1.2102 -2.1439 4.8277 0.0756
O 1.9758 0.5146 5.8260 0.0927
F 4.2612 3.2968 -6.2339 0.1542
H 1.4029 3.5063 1.1872 0.1100
C 0.8697 -10.9303 -1.8359 -0.3790
H 0.6312 -1.4385 6.8760 0.1170
C 3.6730 -3.0784 6.7662 -0.3876
C 2.8997 -3.0415 -2.9856 -0.1300
H 2.2143 9.2327 -0.1686 0.1279
O 4.2291 -9.2175 -3.4075 0.0988
C 0.7495 2.1398 2.7745 -0.3692
H 1.2855 5.5448 2.6132 0.1119
H 2.8485 0.4627 -6.2554 0.0983
H 2.7179 2.2342 -3.7493 0.1364
C -0.9931 14.4666 -3.2447 -0.3892
H -2.6558 -0.4144 -1.8147 0.1240
H -7.8442 -4.4752 4.5355 0.1217
H 0.8890 -0.2877 -3.2138 0.1386
H -5.4636 -0.8775 4.3458 0.0913
C 1.9619 -11.7604 -2.4051 0.0305
C 2.4673 0.6517 -5.2539 -0.1565
C 1.8650 14.1973 -3.2198 -0.3828
C 1.4052 -6.3135 2.3250 -0.3822
H 1.8822 16.3762 -3.4495 0.1214
C -1.8812 -2.3253 -2.5472 -0.3622
C 2.6121 6.0373 -1.4262 -0.3795
O -5.1427 -2.3292 -4.9896 0.1345
C 1.8244 -2.1510 -2.6873 0.0691
C -3.9238 -1.2123 -3.3143 0.0365
O 0.5896 -5.9731 -3.7613 0.1151
H 1.4682 12.0519 -2.9948 0.0870
O 3.0721 14.0849 -3.2080 0.1065
C 1.7187 -0.9544 -3.4211 0.0749
O -0.9059 -2.3180 -1.8150 0.0539
H 2.3022 -7.8369 -2.4042 0.0803
H -10.0879 -4.9338 3.5498 0.1239
C -0.3447 13.1395 -3.1056 0.0217
H 1.2287 -6.7073 0.1761 0.1074
C -3.4887 -1.5602 4.6747 0.0320
C 0.5012 -3.6692 1.6581 -0.3671
O 0.1287 -2.5515 1.3719 0.1083
C -0.1069 15.6512 -3.3699 0.0192
C 2.2866 8.4022 -0.8592 0.0339
H 0.0833 1.0851 4.5727 0.0944
H -3.7254 -2.2394 5.4842 0.1247
H 0.6659 -3.2779 3.8078 0.0995
O 1.7866 -7.4304 2.5956 0.1190
O -11.8267 -3.0632 3.0987 0.1180
H 0.2413 -8.8667 -1.4406 0.1203
O 4.1763 -4.1459 7.0379 0.1122
C -10.3234 -1.4636 3.9476 0.0270
C 0.2735 3.1553 4.9522 0.0326
N 3.7935 -2.6865 -3.9394 0.1134
C 0.8059 -4.0494 3.0601 0.0296

---

69
Properties=species:S:1:pos:R:3:lowdin_charge:R:1 method="wB97M-V/def2-TZVPD" charge=-1 homo_lumo_gap_ev=9.3 spin_multiplicity=1 e_homo_ev=-7.244
C 0.6231 -3.9548 -3.0022 0.0384
H 4.4515 -2.5650 -0.0660 0.0651
H 0.2496 1.6873 -3.6063 0.1487
C -3.8016 -2.0413 0.3781 -0.4284
C 1.9004 1.7643 -1.4835 -0.1516
O 2.2709 -2.5705 -1.9494 0.1426
C -0.4967 5.7275 4.8561 -0.3925
H -3.2402 -0.0040 0.8120 0.0870
C 5.1754 -2.1230 -0.7417 -0.1128
H -2.1018 0.8567 -3.4053 0.1142
F -3.5970 -3.6419 2.1139 0.1144
O -3.3520 1.7594 2.2418 0.1334
C -0.9494 1.8940 2.6490 -0.3759
C -3.2920 -0.1249 -1.3375 -0.1633
H -0.3909 -3.5811 -2.8870 0.0951
H -4.8242 -0.2254 0.1774 0.1316
O -2.4925 3.3132 3.6268 0.2390
H 0.8310 -4.6435 -2.1957 0.0924
O 1.5734 -1.9945 -4.0013 0.0934
F -3.4823 -1.5455 2.6608 0.1443
H -4.1247 0.3381 -1.8619 0.1114
B -1.1276 3.6670 4.0851 -0.8613
C -3.7986 -0.5493 0.0592 -0.0640
O -0.1825 6.8781 4.9278 0.1456
F -1.0309 -1.3151 2.5899 -0.1223
H 3.8505 -0.5717 0.9263 0.1185
H 5.1353 -2.6677 -1.6785 0.0621
H -1.7765 2.4388 -2.6917 0.1150
F -1.3058 -3.4856 3.0701 -0.1253
C -0.6412 4.7497 6.0420 -0.3925
O 0.4864 1.7116 -1.5529 -0.1011
O -0.4584 5.0091 7.1941 0.1452
C 1.3353 -0.6340 -3.8339 -0.4116
H 2.3835 1.3092 -2.3466 0.1158
H 5.3071 0.3984 0.8510 0.1217
O -0.7871 5.0585 3.7474 0.2296
C -3.1330 -2.4406 1.7392 -0.4299
O 3.7168 1.2700 -0.0024 -0.1254
C -1.6033 1.3732 -2.5883 -0.1157
H 0.7211 -4.4470 -3.9616 0.0923
C -0.0899 1.1608 -2.7154 -0.3239
H 0.5455 -0.7106 -1.8630 0.1254
H 6.1736 -2.2458 -0.3309 0.0672
H -2.5989 1.7739 -0.7216 0.1184
F -1.3833 -3.9285 0.8646 -0.1390
H -1.4069 0.5429 -0.5894 0.0891
C 4.8646 -0.6518 -0.9795 -0.2258
C 1.5578 -2.8067 -2.8876 -0.4970
O -0.5466 0.9984 1.9602 0.1244
H 4.0589 -0.5545 -1.7024 0.0885
H -0.6047 -0.8824 -3.1660 0.1396
F -3.2963 -2.8294 -0.6069 0.0880
F -5.0942 -2.4670 0.5562 0.0928
C 0.2673 -0.3201 -2.8337 -0.0261
F 0.3266 -2.8206 1.7118 -0.1100
O -1.0072 3.5732 5.5492 0.2293
H 5.7330 -0.1391 -1.3829 0.1070
H 2.0691 0.0257 -0.2475 0.1208
H 2.2012 2.8105 -1.4609 0.1326
O -0.2326 2.7025 3.4011 0.2413
C -2.1795 0.9206 -1.2372 -0.1801
H -2.9791 -0.9665 -1.9479 0.1003
C 2.3341 1.0836 -0.1963 -0.1790
H 1.7526 1.5148 0.6162 0.1237
S -1.2314 -2.6184 1.7473 0.7587
C -2.4305 2.2938 2.7948 -0.3791
F -1.1193 -1.7606 0.4198 -0.1290
O 1.8604 0.1371 -4.5886 0.1489
C 4.4343 0.0864 0.2820 -0.2301

---

79
Properties=species:S:1:pos:R:3:lowdin_charge:R:1 method="wB97M-V/def2-TZVPD" charge=-2 homo_lumo_gap_ev=6.0 spin_multiplicity=1 relative_energy_ev=1.078 e_homo_ev=-1.906
N -2.6924 0.6101 0.0151 0.0681
C -3.2345 4.2540 0.2458 -0.1074
H 3.7513 -1.4366 -7.7842 0.0845
C 4.2452 -0.8337 -5.7856 -0.1063
F 4.1367 -2.1011 -0.0053 0.1545
H 3.8943 1.6910 -0.8439 0.1166
O 0.3753 -0.6935 2.6035 -0.0781
C -4.5077 -3.8539 1.9051 -0.1373
F 2.9380 -2.9620 -1.5636 0.1516
H -3.8070 4.9489 0.8483 0.0977
C -1.7326 2.4195 -1.2418 -0.1776
O 0.3356 1.8318 0.9119 -0.2269
C 1.9129 -0.6232 -2.8249 -0.5733
H -4.0113 2.5564 1.2883 0.1075
O 0.1758 3.3821 3.3621 -0.0953
O 1.7103 -1.8930 1.0318 -0.3017
C 1.3835 2.3572 1.4194 -0.3039
C -3.2842 -3.5871 1.3751 -0.0154
C 0.9425 -3.9745 0.0593 0.0186
C 3.6872 3.6520 2.5225 -0.1398
C -3.3661 2.8859 0.4839 -0.0494
C -0.7089 4.2384 -2.4664 -0.0205
C 3.7919 2.8993 1.3826 -0.0906
C 1.3326 -1.3459 2.7484 -0.0528
H 1.3894 -1.8944 -7.2476 0.0895
C 1.3193 3.1598 2.6120 -0.1870
Pb 0.0409 -0.3006 -0.2344 1.5875
H 4.5507 4.1425 2.9541 0.0791
H -1.7783 3.1582 3.6947 0.0865
H 4.7522 2.7848 0.8944 0.0942
H -5.9971 -0.8637 1.3669 0.0983
O 0.8562 -1.2073 -2.4465 -0.1705
C 2.0598 -1.5465 -6.4721 -0.1092
C -0.2069 1.9496 -2.8790 -0.1239
C -3.9573 -1.2974 0.8447 -0.1360
H -1.0518 1.8045 2.7756 0.0868
C 2.6816 2.2463 0.8250 -0.1466
C -1.6183 3.8169 -1.4759 -0.1576
C -5.4944 -2.8602 1.8777 -0.7100
H -2.5118 -4.3432 1.3910 0.1030
H 4.4234 -0.2653 -3.7156 0.1020
N 2.1326 0.7077 -0.9989 -0.0878
C 2.4478 -0.8893 -4.1896 -0.1454
H 0.3337 1.1875 -3.4202 0.0970
C -0.0093 3.3054 -3.1806 -0.0404
O -1.8469 -2.2139 0.1687 -0.1346
N -1.0181 1.5289 -1.9457 0.0666
C 2.0720 -3.1451 0.6971 -0.4568
C -5.2233 -1.6221 1.3663 -0.1021
H 0.6104 -3.4640 -0.8413 0.0780
H -4.7310 -4.8238 2.3292 0.0922
C 2.5792 -3.9221 1.9496 -0.5704
H 1.2693 -4.9875 -0.1724 0.0885
C -2.9325 -2.3260 0.7618 -0.3957
F 1.6770 -3.9831 2.9318 0.1262
F 3.7086 -3.4366 2.4759 0.1478
C 1.5944 -1.3560 -5.1843 -0.0308
C -2.6387 1.9437 -0.2401 -0.2361
C 3.2886 -3.0892 -0.2839 -0.5428
C -3.7786 0.0389 0.4001 -0.0954
H 2.3202 4.3603 4.0335 0.1035
Cl -7.0795 -3.2150 2.5184 0.5674
H 5.2831 -0.6328 -6.0262 0.0899
H 0.1075 -3.9865 0.7563 0.0819
H -0.5771 5.2989 -2.6460 0.1078
C 2.9164 1.5225 -0.3801 -0.0905
C -2.3797 4.7248 -0.7164 -0.0601
C 3.3852 -1.2850 -6.7763 -0.1284
H 0.6973 3.5936 -3.9464 0.1006
N 2.6302 0.2708 -2.1900 0.0360
F 2.8535 -5.2293 1.6776 0.0950
F 4.0550 -4.2194 -0.2640 0.1054
C 3.7802 -0.6307 -4.5007 -0.0356
H 0.5654 -1.5572 -4.9215 0.1113
H -2.2589 5.7862 -0.8899 0.0992
C 2.4377 3.7767 3.1285 -0.0454
H -4.7185 0.6201 0.3744 0.1194
H -1.3499 3.3544 1.9689 0.0685
C -1.0634 2.8857 2.9126 -0.0928

---

26
Properties=species:S:1:pos:R:3:lowdin_charge:R:1 method="wB97M-V/def2-TZVPD" smiles=Cc1ccccc1.CCC homo_lumo_gap_ev=10.0 spin_multiplicity=1 relative_energy_ev=1.186 e_homo_ev=-8.969
H 0.4633 0.8042 2.2655 0.0445
C -1.9646 1.1218 -1.5476 -0.0889
C -0.9248 -0.4539 0.1095 -0.0349
C 1.9977 1.8756 0.2693 -0.0967
H -2.6504 0.3318 -3.3544 0.0985
C -1.9238 -1.2330 -1.9817 -0.0588
H 2.0718 2.7373 0.9261 0.0706
C 1.5283 0.7749 2.4882 -0.1257
H -0.3578 -0.4929 1.0163 0.0755
H 2.0134 -0.4212 0.8168 0.0904
H 0.9983 1.7834 -0.1287 0.0315
H 3.3063 0.5368 1.2258 0.0853
C -1.3351 0.7876 -0.3672 -0.1267
H -2.0463 -2.0949 -2.6299 0.1104
C -1.3498 -1.5055 -0.7419 -0.2608
H 1.7566 1.7069 3.0230 0.0713
H -1.0049 1.6004 0.2932 0.0953
H -1.4871 -3.7267 -0.6078 0.0762
H -0.4544 -2.8423 0.6508 0.0704
H -0.0340 -3.2037 -1.0614 0.0849
H -2.3645 2.1119 -1.7101 0.1033
C -2.2174 0.0568 -2.4057 -0.0848
H 2.7691 2.0396 -0.4750 0.0672
H 1.8149 -0.0224 3.1777 0.0696
C 2.2273 0.6069 1.1157 -0.3060
C -0.8320 -2.8796 -0.3664 -0.0613

---

17
Properties=species:S:1:pos:R:3:lowdin_charge:R:1 method="wB97M-V/def2-TZVPD" charge=+1 homo_lumo_gap_ev=10.4 spin_multiplicity=1 e_homo_ev=-14.183
S 1.6684 -2.2325 0.0060 0.6057
H 0.4918 -0.5472 -1.9495 0.0628
H 1.1818 1.5042 1.7148 0.0921
H -1.7381 -0.0731 -2.0514 0.1217
H -0.9646 -0.6854 2.0503 0.0699
H 1.9729 0.1857 2.2831 0.0568
H 0.8500 1.2360 -1.4136 0.1314
H 2.5645 0.9149 0.9518 0.0279
Cl -3.5901 0.0797 0.4372 0.7365
C 0.2155 0.2911 -1.2729 -0.2563
C -1.0682 -0.4779 1.0412 -0.1833
C 1.6859 0.5984 1.3507 -0.2058
P 0.6859 -0.4817 0.3386 0.6066
C -1.3589 0.5058 -1.1950 -0.1884
H 0.9032 -2.2754 -1.1891 -0.0857
C -1.8919 -0.1294 0.1050 -0.7257
H -1.6080 1.5867 -1.2072 0.1337

---

13
Properties=species:S:1:pos:R:3:lowdin_spin:R:1 method="wB97M-V/def2-TZVPD" charge=+1 homo_lumo_gap_ev="6.8 / 7.7" spin_multiplicity=3 s2=2.00 relative_energy_ev=0.000 e_homo_ev="-10.826 / -13.597"
C 0.2988 -0.1341 1.2236 0.0029
H -1.3023 1.0930 1.9236 0.0014
H 0.9592 0.7433 1.1851 0.0003
O 0.5530 -0.9502 0.0675 0.0155
O -1.5015 0.7206 -0.1075 0.1043
H 0.5266 -0.7323 2.1147 0.0003
C -1.1683 0.2943 1.1652 0.0107
Li 1.8437 0.4546 -3.0065 0.0394
H -1.7874 -0.5593 1.5118 0.0027
O 2.0603 0.3465 -1.0213 0.0029
C 1.0127 -0.3176 -1.0214 0.0100
Yb -1.8711 -0.3773 -1.9258 1.7131
O 0.3763 -0.5815 -2.1090 0.0966